# C49H56BBrClF3I2N6O17SSi

A molecular structure, C49H56BBrClF3I2N6O17SSi in a non-equilibrium geometry (ωB97M-V/def2-TZVPD, the Open Molecules 2025 dataset).

Results
LUMO level = -0.05825 Ha
HOMO = -9.104 eV
Frontier orbital gap = 7.519 eV
Largest force on an atom = 8.1 eV/A

Each line ends with the Löwdin charge.
Positions of all 138 atoms, in Å:
I1 -6.48 -3.09 3.57  0.93
I2 -5.44 -0.43 5.60  0.71
Br1 -3.03 -4.63 -0.77  0.79
Cl1 3.47 -0.63 2.81  0.31
S1 2.16 0.11 1.30  0.53
Si1 -6.50 -0.16 -0.08  0.46
F1 -1.07 -8.96 0.86  -0.01
F2 -3.04 -7.78 0.23  -0.03
F3 -0.78 -7.05 -0.52  -0.01
O1 -6.82 -2.22 -6.06  0.07
O2 -5.65 -1.46 -4.37  0.05
O3 -3.75 -5.37 6.11  0.04
O4 -2.86 2.64 -1.93  0.04
O5 -0.23 -7.37 2.67  -0.08
O6 2.62 1.56 0.99  -0.43
O7 4.05 -6.41 2.82  0.06
O8 11.12 12.87 -3.21  0.06
O9 11.50 11.10 -4.46  0.06
O10 3.43 -4.47 2.02  0.04
O11 -3.85 1.83 -3.72  0.05
O12 -6.64 -1.89 0.17  -0.31
O13 8.01 5.96 3.24  0.07
O14 -5.15 -6.32 3.59  -0.02
O15 7.88 7.15 1.40  0.03
O16 -1.49 -5.86 5.10  0.06
O17 2.23 -0.82 0.05  -0.40
N1 -3.59 2.75 -2.93  -0.33
N2 11.07 11.65 -3.43  -0.33
N3 7.60 6.15 2.08  -0.31
N4 -4.50 -5.14 1.50  0.02
N5 -5.75 -1.88 -5.53  -0.32
N6 4.29 -5.31 2.31  -0.33
C1 -4.53 -1.97 -6.33  -0.14
C2 -8.11 0.53 -0.97  -0.21
C3 -1.59 -7.56 0.60  -0.19
C4 -3.56 -4.02 1.11  -0.58
C5 8.35 -4.35 1.52  -0.07
C6 6.01 -3.73 1.47  0.00
C7 -5.01 0.42 -1.14  -0.20
C8 -2.40 -4.16 2.30  -0.26
C9 5.37 4.37 -0.36  -0.06
C10 -1.45 -6.77 2.02  -0.18
C11 -4.43 -5.36 3.00  -0.35
C12 -4.32 -3.11 4.15  -0.51
C13 -3.43 -2.46 -8.43  -0.07
C14 -4.60 -2.40 -7.66  0.00
C15 -5.04 4.23 -4.30  0.00
C16 0.45 0.08 2.08  -0.26
C17 -3.90 5.14 -2.35  0.00
C18 -1.18 -5.18 1.97  -0.07
C19 6.33 4.03 2.25  0.00
C20 -2.14 -1.67 -6.54  -0.06
C21 8.03 -5.59 2.05  -0.07
C22 -3.92 -1.96 5.00  -0.67
C23 -6.38 0.65 1.68  -0.22
C24 -2.42 -1.67 5.52  -0.17
C25 -5.30 6.56 -3.72  -0.07
C26 5.69 -4.98 2.02  -0.14
C27 9.36 10.55 -0.26  -0.06
C28 -4.17 -2.54 0.76  -0.20
C29 9.32 9.17 -0.45  -0.06
C30 -5.47 -2.64 -0.29  -0.28
C31 10.45 10.79 -2.41  -0.15
C32 6.24 5.32 0.19  0.00
C33 -0.76 -2.23 1.15  -0.19
C34 -2.21 -2.09 -7.87  -0.07
C35 4.99 3.26 0.39  -0.07
C36 -3.31 -4.30 3.66  -0.14
C37 -0.69 -0.56 1.08  -0.20
C38 7.35 -3.42 1.23  -0.06
C39 5.47 3.08 1.69  -0.06
C40 -1.64 -2.72 2.43  -0.16
C41 -4.46 6.39 -2.62  -0.07
C42 -4.19 4.06 -3.19  -0.14
C43 6.71 5.15 1.49  -0.14
C44 6.69 -5.92 2.30  0.00
C45 -5.60 5.48 -4.55  -0.06
C46 10.40 9.41 -2.60  0.00
C47 -3.30 -1.61 -5.77  0.00
C48 9.83 8.60 -1.62  -0.06
C49 9.93 11.37 -1.24  0.00
B1 -2.81 -5.21 4.94  -0.42
H1 -5.82 -3.77 -0.40  0.12
H2 -5.22 0.75 1.91  0.04
H3 -3.33 -1.98 0.11  0.09
H4 -2.34 -7.14 2.69  0.18
H5 7.61 -2.45 0.81  0.11
H6 -2.50 -1.23 6.63  0.09
H7 8.81 -6.31 2.27  0.11
H8 -1.18 -1.39 -6.11  0.11
H9 -5.11 -2.35 -1.39  0.12
H10 5.17 2.21 2.27  0.09
H11 0.50 -0.62 3.03  0.11
H12 -8.05 1.70 -0.83  0.05
H13 6.70 3.88 3.26  0.12
H14 -2.33 -1.81 2.72  0.11
H15 -5.26 0.35 -2.30  0.05
H16 -5.52 -5.01 1.37  0.10
H17 -1.90 -0.80 4.89  0.09
H18 -1.30 -2.13 -8.47  0.11
H19 -4.37 -1.84 1.67  0.09
H20 -6.94 -0.05 2.45  0.01
H21 -6.25 5.62 -5.41  0.11
H22 9.80 7.52 -1.76  0.11
H23 -3.48 -2.79 -9.47  0.11
H24 10.79 8.95 -3.51  0.12
H25 -0.65 -4.96 0.92  0.13
H26 -5.73 7.54 -3.93  0.11
H27 -9.10 0.09 -0.52  0.05
H28 -4.01 -0.16 -0.97  0.05
H29 -1.66 -2.55 5.55  0.07
H30 -3.76 -6.37 6.30  0.14
H31 0.58 -6.88 2.31  0.12
H32 -3.23 -1.27 -4.73  0.12
H33 0.10 1.15 2.40  0.13
H34 -4.24 7.24 -1.97  0.11
H35 5.24 -3.00 1.24  0.10
H36 6.52 6.18 -0.41  0.12
H37 -8.09 0.31 -2.14  0.05
H38 0.36 -2.58 1.24  0.12
H39 8.89 8.53 0.32  0.07
H40 -1.14 -2.56 0.10  0.09
H41 -0.87 -2.83 3.34  0.13
H42 -1.78 -0.17 1.25  0.12
H43 -0.89 -5.16 5.49  0.12
H44 -6.93 1.70 1.59  0.05
H45 9.40 -4.09 1.33  0.11
H46 4.31 2.52 -0.04  0.08
H47 -5.28 3.40 -4.96  0.12
H48 8.96 10.99 0.65  0.11
H49 6.46 -6.90 2.72  0.12
H50 5.00 4.49 -1.37  0.11
H51 9.96 12.45 -1.08  0.12
H52 -0.32 -4.94 2.77  0.15
H53 -0.41 -0.30 -0.05  0.13
H54 -4.82 1.55 -0.89  0.05
H55 -5.55 -2.69 -8.12  0.12
H56 -3.25 5.03 -1.49  0.12